No. 1
76
Properties=species:S:1:pos:R:3 method="wB97M-V/def2-TZVPD" orbital_gap_ev="4.35 / 5.40" spin_multiplicity=4 s_squared=3.93 total_charge=+2 homo_ev="-13.30 / -13.32" energy_ha=-2576.09999
Re -4.93962 1.00115 -1.84315
C -0.50168 1.52868 0.06016
C -0.84133 2.74840 0.40240
C -1.25915 3.72832 -0.68183
C -2.54219 3.76593 -1.64132
C -3.27434 2.67855 -2.45451
C -2.65807 1.41928 -2.68410
C -1.11040 1.27113 -2.62010
C -0.09471 1.26138 -1.39902
C -6.71878 0.25623 -0.93676
H -1.07729 0.65873 0.48601
H -1.36527 3.03746 1.37175
H -0.39047 3.88711 -1.37630
H -1.30218 4.71740 -0.16232
H -3.25577 4.52870 -1.21889
H -2.25897 4.39658 -2.52359
H -3.73622 3.07086 -3.37300
H -2.95680 0.80778 -3.57298
H -0.79043 2.05571 -3.30038
H -0.85390 0.45806 -3.26514
H 0.34179 0.23708 -1.35984
H 0.66290 2.04221 -1.61441
H -6.61918 0.16310 0.18817
H -7.01538 -0.69223 -1.49237
H -7.31017 1.29265 -0.95706
P -7.16892 3.36397 -0.09067
P -6.80726 1.86311 -3.01760
C -7.15924 4.23298 -1.65204
C -6.83986 3.63224 -2.81371
C -8.81905 3.80119 0.71354
C -9.35416 5.07788 0.51506
C -10.66723 5.39691 0.93564
C -11.42729 4.49676 1.69406
C -10.83748 3.25529 2.03147
C -9.55647 2.90585 1.54585
C -5.97803 4.01841 1.10965
C -4.70750 3.60327 0.82849
C -3.96069 3.01794 1.86055
C -4.30328 3.29764 3.17720
C -5.45240 4.01259 3.52251
C -6.28121 4.43302 2.44609
C -8.49087 1.38882 -3.59718
C -9.65727 1.49667 -2.80825
C -10.85889 1.46189 -3.48666
C -10.93035 1.21076 -4.85801
C -9.74728 1.13180 -5.58588
C -8.51243 1.24792 -4.98339
C -5.74164 1.17972 -4.19250
C -5.68173 -0.19623 -4.46102
C -4.77710 -0.62436 -5.41627
C -4.03287 0.32538 -6.11834
C -4.22844 1.70005 -5.96590
C -5.15472 2.11674 -5.05055
H -7.48748 5.28624 -1.68094
H -6.74979 4.09315 -3.78716
H -8.67546 5.75542 -0.00157
H -11.11470 6.36599 0.67484
H -12.46872 4.73981 1.98569
H -11.40484 2.57257 2.67615
H -9.06426 1.94526 1.76837
H -4.33084 3.67994 -0.18222
H -3.23520 2.22452 1.60969
H -3.66004 2.91594 4.00233
H -5.68102 4.23003 4.58843
H -7.18271 5.01133 2.62783
H -9.58182 1.58075 -1.69921
H -11.77202 1.63671 -2.92675
H -11.91086 1.13154 -5.34440
H -9.75499 0.97006 -6.64273
H -7.61836 1.25870 -5.59667
H -6.29531 -0.87643 -3.89883
H -4.69818 -1.70459 -5.60506
H -3.28631 -0.02691 -6.82446
H -3.67856 2.44037 -6.54881
H -5.40847 3.16157 -4.94196
Cl -3.56291 -0.49978 -0.85565

=====

No. 2
76
Properties=species:S:1:pos:R:3 method="wB97M-V/def2-TZVPD" orbital_gap_ev="6.61 / 6.61" spin_multiplicity=1 total_charge=+2 homo_ev="-13.84 / -13.84" energy_ha=-3347.57046
Ti -2.22745 -0.97633 0.00422
C 2.33231 -0.83096 -2.33183
C 2.92639 -0.85821 -1.13389
C 3.92224 0.17374 -0.70076
C 3.69915 1.67519 -1.07957
C 2.32298 2.19292 -1.33476
C 1.60587 2.07888 -2.46045
C 2.13153 1.37932 -3.67083
C 2.84226 0.03772 -3.45242
C -3.11631 -0.26463 1.87219
H 1.51696 -1.50912 -2.59929
H 2.82888 -1.72050 -0.46631
H 4.91355 -0.08863 -1.11070
H 4.03745 0.09882 0.38869
H 4.10293 2.26555 -0.23683
H 4.31244 1.88712 -1.96393
H 1.99464 2.87350 -0.56113
H 0.70885 2.68001 -2.65580
H 2.85175 2.06049 -4.16001
H 1.27778 1.23689 -4.35159
H 2.76097 -0.54279 -4.38512
H 3.90364 0.24774 -3.27191
H -4.15926 -0.62379 1.79610
H -3.15939 0.69150 2.42096
H -2.54193 -1.01524 2.43142
P -0.08431 -1.67736 0.98944
P -1.51609 1.31815 0.70540
C 0.82495 -0.15187 0.83076
C 0.23628 1.05648 0.61210
C 0.74994 -2.56500 2.30725
C 2.13971 -2.48133 2.47851
C 2.75398 -3.19543 3.50744
C 1.98366 -3.97012 4.37465
C 0.59793 -4.07251 4.19283
C -0.02658 -3.37132 3.16705
C 0.05530 -2.74733 -0.51908
C -0.72225 -2.37366 -1.64824
C -0.99239 -3.34460 -2.64165
C -0.45142 -4.62043 -2.53562
C 0.40760 -4.95167 -1.48430
C 0.66180 -4.01610 -0.48422
C -1.68404 2.70102 1.87711
C -1.30213 2.47188 3.21731
C -1.55522 3.44509 4.18409
C -2.11946 4.67460 3.81113
C -2.40445 4.93979 2.46635
C -2.16441 3.96861 1.49097
C -2.34737 1.74412 -0.84660
C -3.69457 1.38357 -1.10647
C -4.28065 1.81251 -2.30304
C -3.48943 2.46874 -3.24980
C -2.15150 2.81197 -2.99153
C -1.62520 2.57928 -1.72264
H 1.87712 -0.22217 1.07329
H 0.83295 1.95880 0.51976
H 2.74621 -1.86581 1.81803
H 3.83461 -3.12183 3.63194
H 2.45907 -4.48808 5.21428
H -0.01746 -4.67837 4.86710
H -1.10726 -3.45193 3.01951
H -1.03782 -1.30935 -1.84046
H -1.66042 -3.08561 -3.47402
H -0.67587 -5.38499 -3.29351
H 0.87497 -5.94384 -1.42423
H 1.31636 -4.27212 0.35298
H -0.82476 1.52689 3.49940
H -1.32375 3.22682 5.22916
H -2.33662 5.42274 4.57787
H -2.82873 5.90762 2.18158
H -2.36461 4.18162 0.43850
H -4.28975 0.81667 -0.36959
H -5.34568 1.59136 -2.47850
H -3.93247 2.71275 -4.22004
H -1.53293 3.26220 -3.77637
H -0.68286 3.02265 -1.39959
Cl -3.56822 -2.79234 0.18724

=====

No. 3
95
Properties=species:S:1:pos:R:3 method="wB97M-V/def2-TZVPD" orbital_gap_ev="4.54 / 4.55" spin_multiplicity=6 s_squared=9.06 total_charge=-1 e_above_lowest_kcal_mol=25.89 homo_ev="-4.47 / -4.48" energy_ha=-5690.48833
Dy 0.29835 0.42418 -0.43842
N 0.12726 -2.09802 0.59045
C -1.03621 -2.94799 0.86287
C -1.93110 -2.31631 1.91959
C -2.54848 -0.99614 1.47452
N -1.54071 0.07566 1.42243
H 0.82498 -2.61271 0.06304
H 0.54575 -1.84337 1.48299
H -0.74214 -3.94587 1.21202
H -1.60189 -3.07549 -0.06159
H -1.34430 -2.13367 2.82611
H -2.72583 -3.02125 2.17036
H -3.35926 -0.73636 2.16402
H -2.97550 -1.10542 0.47713
H -0.97807 0.04749 2.27438
H -2.02284 0.96632 1.42210
S 0.63436 2.64759 1.41460
C -0.94479 3.26490 1.61467
C -1.28799 3.83875 2.85584
C -2.52600 4.39849 3.07860
C -2.86558 4.92661 4.35950
N -3.14761 5.34161 5.39380
C -3.46811 4.44788 2.01308
C -3.15765 3.87892 0.79634
C -1.92478 3.24075 0.56556
S -1.66828 2.47314 -0.94777
C -4.72883 5.09393 2.18058
N -5.74432 5.62108 2.29133
H -0.55543 3.82707 3.65146
H -3.88044 3.91102 -0.00706
C 2.92253 3.23995 -1.17245
O 1.93267 2.31191 -1.62839
C 2.06134 1.84097 -2.90396
S 3.22689 2.35170 -3.94383
S 0.86352 0.67998 -3.23900
H 2.63703 3.51054 -0.15945
H 2.93933 4.11912 -1.81410
H 3.90830 2.77542 -1.19029
O -1.37264 -0.88393 -1.65497
S -1.73208 -2.00742 -2.57702
C -3.57880 -2.05928 -2.56183
C -4.07304 -2.99617 -1.49643
C -4.98584 -2.56198 -0.54157
C -5.43822 -3.42331 0.44764
C -4.98069 -4.73115 0.49276
C -4.07973 -5.17865 -0.46361
C -3.63360 -4.31911 -1.45403
C -1.52212 -1.43756 -4.31940
C -2.51893 -0.41345 -4.76425
C -2.52502 0.85390 -4.18656
C -3.46900 1.79352 -4.56757
C -4.41322 1.48044 -5.53584
C -4.41458 0.22089 -6.11692
C -3.47647 -0.72340 -5.72652
H -3.89624 -2.38254 -3.55382
H -3.90455 -1.03291 -2.39592
H -5.34313 -1.53934 -0.57824
H -6.14704 -3.06861 1.18507
H -5.33020 -5.40253 1.26650
H -3.72259 -6.20028 -0.43683
H -2.92902 -4.67253 -2.19811
H -1.58054 -2.35703 -4.90526
H -0.50355 -1.05185 -4.35665
H -1.78379 1.09942 -3.44050
H -3.45733 2.77148 -4.10339
H -5.14259 2.21951 -5.84275
H -5.14508 -0.02669 -6.87690
H -3.47471 -1.70948 -6.17941
C 3.12478 -2.11022 -3.31944
S 1.60523 -2.55084 -2.45134
C 1.97202 -4.30555 -2.13152
H 3.98571 -2.30196 -2.68260
H 3.06463 -1.04586 -3.52865
H 3.19080 -2.67269 -4.25104
H 1.96670 -4.86786 -3.06476
H 1.19451 -4.69145 -1.47232
H 2.94503 -4.39546 -1.65100
O 6.55748 -0.82108 5.06400
N 6.51762 -0.63885 3.85407
O 7.51518 -0.57206 3.15270
C 5.22644 -0.47387 3.22309
C 5.14636 -0.37079 1.83363
C 3.90067 -0.25849 1.21819
C 2.67808 -0.20163 1.99134
O 1.55085 -0.01241 1.46180
C 2.84257 -0.36051 3.41383
C 4.09503 -0.46320 4.01173
N 1.69060 -0.42617 4.26612
O 0.59907 -0.77868 3.80332
O 1.83762 -0.16998 5.45518
N 3.83715 -0.24097 -0.17274
O 4.90057 -0.32126 -0.83891
O 2.69122 -0.19170 -0.77366
H 6.03699 -0.38443 1.22860
H 4.17386 -0.55559 5.08322

=====

No. 4
76
Properties=species:S:1:pos:R:3 method="wB97M-V/def2-TZVPD" orbital_gap_ev=6.22 spin_multiplicity=1 total_charge=+1 homo_ev=-10.92 energy_ha=-1619.72219
C 1.44868 4.82351 1.78336
C 2.80481 4.34610 2.35200
C 2.49398 3.32400 3.44989
N 1.04452 3.18266 3.42993
C 0.42254 2.27550 4.17510
C -0.96971 2.16265 4.26636
C -1.54043 1.17302 5.06554
C -2.44187 0.17495 4.54092
C -2.53621 -1.09812 5.16520
C -3.40043 -2.07251 4.67532
C -4.13931 -1.84915 3.50900
C -3.96940 -0.63831 2.82498
C -3.14690 0.36860 3.31882
C 0.33531 4.09370 2.55330
H 1.33830 5.90066 1.92237
H 1.36354 4.58893 0.71823
H 3.41190 3.85495 1.58323
H 3.35270 5.19266 2.77697
H 2.98857 2.35266 3.26821
H 2.82576 3.66415 4.44754
H 1.06676 1.54119 4.69391
H -1.61605 2.80580 3.64710
H -1.04567 0.91817 6.01512
H -1.89304 -1.31445 6.02842
H -3.46299 -3.02239 5.19959
H -4.77289 -2.64129 3.10554
H -4.48461 -0.49944 1.87929
H -3.03073 1.30713 2.77067
H -0.27629 4.77921 3.17009
H -0.34765 3.54276 1.88272
F 2.84885 1.08420 6.74791
C 2.18493 1.05464 8.02390
C 3.10016 0.30932 9.00717
C 4.38422 -0.08017 8.62557
C 5.18307 -0.79850 9.51581
C 4.67023 -1.20995 10.75015
C 3.38162 -0.81979 11.13574
C 2.59157 -0.06704 10.25619
C 1.92412 2.53402 8.35887
C 2.40065 3.15053 9.52194
C 2.06249 4.48998 9.77552
C 1.36675 5.23823 8.82465
C 0.95083 4.62918 7.63768
C 1.28152 3.30008 7.38242
C 0.91440 0.19282 7.76804
C 1.19727 -1.24826 7.26144
C 0.75361 -2.20631 8.36157
C -0.32568 -1.44846 9.12136
N -0.00523 0.00930 8.94524
C -1.11033 0.88919 8.97521
C -2.28129 0.56543 8.25547
C -2.84057 1.61016 7.51218
N -2.33422 2.84233 7.56467
C -1.59131 3.19254 8.62861
C -0.94706 2.22594 9.40892
H 4.75366 0.17929 7.63246
H 6.21235 -1.02192 9.23770
H 5.26371 -1.85980 11.39955
H 2.98082 -1.08701 12.11673
H 1.57132 0.22625 10.52236
H 3.02691 2.59083 10.22440
H 2.36787 4.94880 10.71715
H 1.13315 6.29005 9.00423
H 0.36466 5.18275 6.90327
H 1.03799 2.84268 6.41827
H 0.37777 0.75201 6.98107
H 0.50729 -1.34947 6.40222
H 2.23015 -1.39541 6.91783
H 0.33047 -3.10618 7.90525
H 1.56827 -2.51013 9.03489
H -1.30838 -1.71027 8.69738
H -0.35201 -1.65189 10.20050
H -2.65415 -0.44727 8.11054
H -3.64491 1.38966 6.79661
H -1.42981 4.25743 8.83471
H -0.25863 2.48790 10.21339

=====

No. 5
86
Properties=species:S:1:pos:R:3 method="wB97M-V/def2-TZVPD" orbital_gap_ev=7.43 spin_multiplicity=1 total_charge=+3 e_above_lowest_kcal_mol=0.00 homo_ev=-15.68 energy_ha=-2321.29943
Pb -0.60307 0.47524 -1.25717
O 2.53570 -0.42503 2.09551
C 2.81656 -1.69097 2.45118
C 4.13993 -2.11345 2.38674
C 4.46456 -3.40257 2.75105
C 3.49004 -4.31171 3.18464
C 2.18364 -3.90902 3.25422
C 1.82171 -2.59254 2.89464
C 0.47265 -2.11879 2.97629
O 0.00048 -1.06862 2.62184
N -0.49365 -3.15074 3.55864
N -1.04470 -2.85162 4.55715
C -1.74179 -2.72709 5.59978
C -3.08825 -2.16134 5.57994
C -3.79619 -2.08952 6.76912
C -5.09815 -1.60453 6.70714
C -5.60034 -1.22833 5.47794
C -4.79076 -1.33938 4.34249
N -3.55137 -1.79547 4.38087
H 1.58005 -0.28035 2.20881
H 4.89406 -1.41270 2.05643
H 5.49817 -3.71955 2.70103
H 3.76925 -5.31912 3.45639
H 1.42102 -4.61065 3.56731
H -1.26821 -3.07169 6.51584
H -3.35730 -2.40661 7.70581
H -5.69952 -1.53043 7.60249
H -6.60866 -0.85059 5.38160
H -5.16968 -1.04822 3.37099
C 0.49609 3.75359 -1.91738
N 0.22346 3.03076 -0.66578
C 1.41359 2.92346 0.18388
C 2.25355 1.78282 -0.30326
N 1.75676 0.71901 -0.90445
C 2.83682 -0.14318 -1.12568
C 2.88862 -1.41816 -1.68643
C 4.12692 -2.02361 -1.75781
C 5.28975 -1.38636 -1.29323
C 5.24786 -0.12720 -0.72967
C 3.99530 0.47074 -0.65330
N 3.58223 1.69670 -0.14618
C -0.34223 3.21417 -3.03046
N -0.86159 2.00538 -3.02781
C -1.48296 1.83739 -4.27136
C -2.19658 0.76277 -4.79963
C -2.70286 0.91166 -6.07438
C -2.51357 2.09343 -6.81080
C -1.81720 3.16576 -6.29352
C -1.30842 3.00594 -5.00960
N -0.58057 3.85863 -4.18323
H 0.35073 4.83178 -1.81188
H 1.54577 3.59845 -2.18344
H -0.51218 3.50711 -0.15499
H 2.00242 3.84567 0.21027
H 1.09572 2.71996 1.20889
H 1.99580 -1.91131 -2.04587
H 4.21033 -3.01425 -2.18413
H 6.23986 -1.89533 -1.38182
H 6.14298 0.36510 -0.37344
H 4.16770 2.38543 0.30060
H -2.35753 -0.14414 -4.23252
H -3.27259 0.10667 -6.51876
H -2.93458 2.16657 -7.80396
H -1.68319 4.07901 -6.85692
H -0.29552 4.80041 -4.40408
C 1.79582 0.50929 -4.46961
N 1.17636 -0.73845 -4.87619
C 1.54221 -1.19582 -6.22100
C 1.33383 -2.68687 -6.34967
C -0.07331 -3.02427 -5.91310
N -0.32843 -2.48754 -4.57358
C -1.42533 -3.10009 -3.83572
C 0.24615 -1.35789 -4.12966
O -0.10448 -0.90137 -2.98917
H 2.88054 0.39197 -4.45118
H 1.45826 0.79780 -3.48269
H 1.54184 1.29898 -5.18223
H 2.58785 -0.93369 -6.38057
H 0.94808 -0.64957 -6.96014
H 2.05479 -3.22101 -5.72778
H 1.48997 -2.99717 -7.38140
H -0.21789 -4.10243 -5.86598
H -0.80995 -2.62291 -6.61615
H -1.35834 -4.18052 -3.94605
H -2.39400 -2.77546 -4.22430
H -1.35909 -2.85106 -2.78287